Molecular formula: C4H9N2O
Method: DFT, wB97M-V/def2-TZVPD

Results
relative energy (zero: lowest compared OMol25 entry of this formula, charge and spin): 158.1 kcal per mole
HOMO energy: -14.3 eV
HOMO-LUMO gap: 8.77 eV
net charge: +1
structure (SMILES): C=CC/[NH+]=C\NO

Positions of all 16 atoms, in Å:
O1 -2.41 0.87 0.44
N1 -1.71 -0.50 -0.19
N2 0.39 -1.41 0.15
C1 0.74 -0.36 0.99
C2 -0.76 -1.46 -0.46
C3 0.89 0.97 0.24
C4 0.76 1.31 -1.03
H1 1.16 1.86 0.87
H2 -1.73 1.21 1.16
H3 -1.40 -2.16 -0.97
H4 0.63 0.67 -1.93
H5 -0.17 -0.34 1.64
H6 -2.67 -0.68 -0.59
H7 0.99 2.32 -1.29
H8 1.44 -0.45 1.74
H9 1.16 -1.70 -0.37

Electronic structure analysis, Mulliken charges in units of e:
1. O -0.297
2. N -0.186
3. N -0.037
4. C -0.772
5. C 0.118
6. C -0.016
7. C -0.630
8. H 0.320
9. H 0.376
10. H 0.359
11. H 0.207
12. H 0.266
13. H 0.261
14. H 0.299
15. H 0.402
16. H 0.330

Molecular formula: CH2F3N2
Method: DFT, wB97M-V/def2-TZVPD

Results
relative energy (zero: lowest compared OMol25 entry of this formula, charge and spin): 50.1 kcal per mole
HOMO energy (alpha / beta): -18.3 / -18.4 eV
HOMO-LUMO gap (alpha / beta): 9.70 / 9.02 eV
net charge: +1

Positions of all 8 atoms, in Å:
F1 -2.40 0.34 0.43
F2 -0.35 1.67 -0.13
F3 -0.88 -1.72 -0.09
N1 1.22 0.02 0.17
N2 -0.92 -0.45 -0.42
C1 0.03 0.40 -0.15
H1 1.88 0.71 -0.09
H2 1.41 -0.97 0.27

Electronic structure analysis, Mulliken charges in units of e:
1. F -0.171
2. F -0.079
3. F -0.016
4. N -0.191
5. N 0.220
6. C 0.642
7. H 0.297
8. H 0.297

Molecular formula: C5H12N2S
Method: DFT, wB97M-V/def2-TZVPD

Results
relative energy (zero: lowest compared OMol25 entry of this formula, charge and spin): 0.0 kcal per mole
HOMO energy: -8.5 eV
HOMO-LUMO gap: 9.39 eV
structure (SMILES): C/N=C(\C)NCCS

Positions of all 20 atoms, in Å:
S1 -3.09 -1.27 0.05
N1 -0.37 0.12 -1.11
N2 1.35 -1.27 -0.49
C1 2.62 -1.52 0.15
C2 0.80 -0.12 -0.38
C3 -2.24 0.24 0.57
C4 -1.42 0.92 -0.58
C5 1.34 1.06 0.40
H1 3.46 -0.89 -0.26
H2 -4.03 -0.67 -0.73
H3 2.57 -1.33 1.23
H4 -2.93 0.97 0.99
H5 2.41 0.93 0.65
H6 -2.12 1.19 -1.41
H7 2.90 -2.55 0.03
H8 0.80 1.17 1.39
H9 -0.70 -0.78 -1.51
H10 -1.00 1.85 -0.18
H11 1.18 2.01 -0.15
H12 -1.55 -0.06 1.36

Electronic structure analysis, Mulliken charges in units of e:
1. S -0.216
2. N -0.193
3. N -0.626
4. C -0.905
5. C 0.835
6. C -0.643
7. C -0.671
8. C -1.243
9. H 0.282
10. H 0.121
11. H 0.328
12. H 0.432
13. H 0.366
14. H 0.357
15. H 0.279
16. H 0.256
17. H 0.320
18. H 0.292
19. H 0.362
20. H 0.266

Molecular formula: C3H14NO4
Method: DFT, wB97M-V/def2-TZVPD

Results
relative energy (zero: lowest compared OMol25 entry of this formula, charge and spin): 46.0 kcal per mole
HOMO energy: -4.3 eV
HOMO-LUMO gap: 8.07 eV
net charge: -1

Positions of all 22 atoms, in Å:
O1 -3.54 -1.76 -0.99
O2 -2.83 -0.14 1.03
O3 -0.48 2.64 2.42
O4 -0.30 0.63 1.00
N1 2.18 -1.07 -0.30
C1 3.33 -0.42 -1.04
C2 0.80 -0.78 -0.86
C3 -0.09 0.50 -0.35
H1 0.34 1.42 -0.72
H2 -0.82 2.33 3.26
H3 0.23 -1.67 -0.47
H4 -2.71 0.76 1.39
H5 -0.98 0.35 -0.93
H6 3.07 0.60 -1.26
H7 -3.54 -1.02 -1.59
H8 -3.24 -1.36 -0.12
H9 4.19 -0.51 -0.34
H10 -1.74 -0.10 1.07
H11 3.69 -1.05 -1.83
H12 0.78 -0.63 -1.87
H13 2.10 -0.65 0.70
H14 -0.43 1.91 1.81

Electronic structure analysis, Mulliken charges in units of e:
1. O -0.675
2. O -0.817
3. O -0.726
4. O -1.025
5. N -0.483
6. C -0.788
7. C -0.727
8. C -0.358
9. H 0.346
10. H 0.255
11. H 0.256
12. H 0.303
13. H 0.205
14. H 0.311
15. H 0.277
16. H 0.417
17. H 0.302
18. H 0.435
19. H 0.266
20. H 0.461
21. H 0.261
22. H 0.507

Molecular formula: C6H10AgFO7
Method: DFT, wB97M-V/def2-TZVPD

Results
multiplicity: 2
expectation value of S²: 0.765
relative energy (zero: lowest compared OMol25 entry of this formula, charge and spin): 0.0 kcal per mole
HOMO energy (alpha / beta): -13.7 / -13.7 eV
HOMO-LUMO gap (alpha / beta): 7.72 / 5.62 eV
net charge: +1

Positions of all 25 atoms, in Å:
Ag1 -2.57 0.55 -3.96
F1 -1.10 0.42 -2.34
O1 0.92 -2.83 3.61
O2 -0.25 -2.04 -0.85
O3 -1.66 2.85 -1.12
O4 1.00 0.33 -0.71
O5 2.63 -0.72 3.49
O6 -3.10 -0.07 -0.26
O7 0.93 2.86 -2.71
C1 1.85 -0.09 1.37
C2 0.25 -2.49 1.42
C3 1.93 -0.97 2.55
C4 0.35 -1.78 0.16
C5 1.02 -2.16 2.50
C6 1.14 -0.50 0.24
H1 -2.22 0.13 -0.59
H2 0.24 0.07 -1.31
H3 1.48 -2.43 4.30
H4 -0.59 -3.16 1.60
H5 -0.88 3.31 -1.45
H6 -3.31 0.64 0.36
H7 -1.54 1.93 -1.39
H8 0.36 2.08 -2.64
H9 2.27 0.90 1.36
H10 0.85 3.16 -3.62

Electronic structure analysis, Mulliken charges in units of e:
1. Ag 0.741
2. F -0.640
3. O -0.453
4. O -0.455
5. O -0.657
6. O -0.253
7. O -0.481
8. O -0.644
9. O -0.639
10. C -0.599
11. C -0.716
12. C 0.670
13. C 0.719
14. C 0.417
15. C 0.632
16. H 0.277
17. H 0.192
18. H 0.381
19. H 0.418
20. H 0.380
21. H 0.329
22. H 0.320
23. H 0.277
24. H 0.491
25. H 0.292

Molecular formula: C6H15N3PtSbSe4
Method: DFT, wB97M-V/def2-TZVPD

Results
multiplicity: 3
expectation value of S²: 2.012
HOMO energy (alpha / beta): -11.0 / -10.9 eV
HOMO-LUMO gap (alpha / beta): 7.23 / 5.55 eV
net charge: +1

Positions of all 30 atoms, in Å:
Pt1 1.25 0.50 0.11
Sb1 2.04 3.63 -0.19
Se1 3.69 5.47 -0.12
Se2 0.05 4.31 -1.29
Se3 3.04 1.53 -1.14
Se4 1.56 2.23 1.84
N1 0.88 -1.09 -1.24
N2 -0.93 0.86 -0.28
N3 0.19 -0.80 1.53
C1 0.07 -2.15 0.88
C2 -1.44 -0.20 -1.18
C3 -1.13 -0.23 1.94
C4 -0.34 -0.82 -2.03
C5 -1.57 0.93 1.05
C6 0.91 -2.31 -0.39
H1 -0.98 -2.31 0.65
H2 -2.21 0.21 -1.84
H3 -0.70 -1.73 -2.50
H4 0.58 -3.19 -0.95
H5 -2.66 0.94 0.97
H6 1.65 -1.17 -1.91
H7 0.36 -2.93 1.58
H8 -1.06 0.12 2.97
H9 0.80 -0.87 2.34
H10 -0.05 -0.12 -2.82
H11 -1.93 -0.95 -0.56
H12 -1.86 -1.04 1.93
H13 -1.24 1.87 1.48
H14 -0.94 1.78 -0.72
H15 1.95 -2.46 -0.11

Electronic structure analysis, Mulliken charges in units of e:
1. Pt 1.696
2. Sb 0.818
3. Se -0.158
4. Se -0.513
5. Se -0.373
6. Se -0.409
7. N -0.527
8. N -0.437
9. N -0.583
10. C -0.581
11. C -0.732
12. C -0.633
13. C -0.729
14. C -0.757
15. C -0.750
16. H 0.274
17. H 0.501
18. H 0.356
19. H 0.348
20. H 0.413
21. H 0.390
22. H 0.475
23. H 0.447
24. H 0.397
25. H 0.450
26. H 0.293
27. H 0.371
28. H 0.382
29. H 0.129
30. H 0.443

Molecular formula: C6H19BrN5O3V
Method: DFT, wB97M-V/def2-TZVPD

Results
multiplicity: 5
expectation value of S²: 6.002
relative energy (zero: lowest compared OMol25 entry of this formula, charge and spin): 2.7 kcal per mole
HOMO energy (alpha / beta): -8.2 / -8.7 eV
HOMO-LUMO gap (alpha / beta): 6.26 / 7.12 eV

Positions of all 35 atoms, in Å:
Br1 0.48 1.01 0.50
V1 1.29 3.67 0.20
O1 0.73 0.63 5.20
O2 -3.51 0.26 -3.85
O3 3.82 -1.80 2.44
N1 2.88 -1.48 0.44
N2 2.14 0.48 3.40
N3 -3.10 0.11 -0.07
N4 4.87 -1.99 0.52
N5 2.70 -0.26 5.38
C1 1.75 0.31 4.64
C2 -3.53 0.57 -1.40
C3 3.84 -1.75 1.21
C4 -2.77 -0.08 -5.02
C5 -3.17 -0.37 -2.64
C6 -2.80 1.99 -1.56
H1 -2.75 2.32 -2.60
H2 -3.10 0.88 0.57
H3 -3.11 -1.06 -5.34
H4 4.80 -1.81 -0.47
H5 2.11 -0.97 0.87
H6 -2.11 -0.64 -2.68
H7 -3.12 0.46 -5.90
H8 2.51 -0.35 6.37
H9 -1.69 0.01 -5.04
H10 -3.62 -1.36 -2.56
H11 2.90 -0.14 3.15
H12 -4.61 0.66 -1.37
H13 -1.80 2.04 -1.15
H14 3.01 -1.67 -0.54
H15 3.45 -0.74 4.92
H16 -3.51 2.66 -1.06
H17 -2.15 -0.13 -0.31
H18 5.72 -2.24 1.01
H19 1.42 0.76 2.75

Electronic structure analysis, Mulliken charges in units of e:
1. Br -0.718
2. V 0.645
3. O -0.683
4. O -0.302
5. O -0.781
6. N -0.255
7. N -0.208
8. N -0.651
9. N -0.416
10. N -0.395
11. C 0.519
12. C 0.220
13. C 0.773
14. C -0.822
15. C -0.732
16. C -0.909
17. H 0.345
18. H 0.306
19. H 0.340
20. H 0.131
21. H 0.115
22. H 0.331
23. H 0.287
24. H 0.214
25. H 0.315
26. H 0.409
27. H 0.262
28. H 0.288
29. H 0.092
30. H 0.118
31. H 0.194
32. H 0.326
33. H 0.194
34. H 0.240
35. H 0.208

Molecular formula: C17H8AsN2O2ReS4
Method: DFT, wB97M-V/def2-TZVPD

Results
relative energy (zero: lowest compared OMol25 entry of this formula, charge and spin): 36.3 kcal per mole
HOMO energy (alpha / beta): -15.0 / -15.1 eV
HOMO-LUMO gap (alpha / beta): 4.38 / 4.63 eV
net charge: +2

Positions of all 35 atoms, in Å:
Re1 -19.69 1.04 -6.13
As1 -22.58 1.46 -8.33
S1 -24.01 0.52 -7.00
S2 -21.10 2.62 -6.75
S3 -19.78 -0.56 -7.44
S4 -24.19 2.61 -7.47
O1 -17.96 0.37 -3.17
O2 -22.20 -0.01 -4.61
N1 -20.01 0.30 -4.28
N2 -11.69 5.76 -8.66
C1 -21.12 -1.01 -2.74
C2 -19.07 -0.06 -3.27
C3 -14.23 4.83 -6.57
C4 -16.03 3.90 -8.49
C5 -15.28 4.05 -6.22
C6 -21.53 -2.52 -0.96
C7 -21.25 -0.20 -3.92
C8 -14.07 5.15 -7.94
C9 -16.10 3.46 -7.18
C10 -22.03 -1.72 -2.02
C11 -15.06 4.83 -8.89
C12 -20.19 -2.51 -0.56
C13 -17.89 1.79 -6.17
C14 -17.11 2.57 -6.69
C15 -12.81 5.63 -8.37
C16 -19.75 -1.03 -2.38
C17 -19.33 -1.66 -1.27
H1 -13.52 4.88 -5.79
H2 -14.99 5.19 -9.91
H3 -18.31 -1.51 -0.95
H4 -16.73 3.53 -9.17
H5 -15.35 3.69 -5.20
H6 -19.85 -3.22 0.15
H7 -23.07 -1.63 -2.39
H8 -22.19 -3.31 -0.53

Electronic structure analysis, Mulliken charges in units of e:
1. Re 0.969
2. As 0.482
3. S 0.059
4. S -0.060
5. S 0.034
6. S -0.028
7. O -0.479
8. O -0.510
9. N -0.313
10. N -0.295
11. C 0.489
12. C 0.137
13. C -0.675
14. C -0.510
15. C -0.392
16. C -0.419
17. C 0.343
18. C 0.717
19. C 0.273
20. C -0.399
21. C -0.652
22. C -0.679
23. C 0.249
24. C 0.278
25. C -0.058
26. C 0.180
27. C -0.268
28. H 0.409
29. H 0.479
30. H 0.487
31. H 0.519
32. H 0.410
33. H 0.461
34. H 0.418
35. H 0.349